[1]
Here is a 10-piece molecular cluster, C30H80O10 overall in a non-equilibrium geometry from the OMol25 dataset. Energies are from ωB97M-V/def2-TZVPD.

Calculated values
Molecular weight, g mol⁻¹: 601.0
Energy, Eh: -1943.3115
Energy above the lowest of the compared OMol25 structures with the same formula, charge and spin, kcal/mol: 69.7
LUMO energy, eV: 0.3
Gap between HOMO and LUMO, eV: 9.98
HOMO, eV: -9.673
SMILES string: CC(C)O.CC(C)O.CC(C)O.CC(C)O.CC(C)O.CC(C)O.CC(C)O.CC(C)O.CC(C)O.CC(C)O

Geometry as XYZ:
```
120
Properties=species:S:1:pos:R:3:forces:R:3
C 4.3350 -5.4575 -0.8715 0.337 2.480 -2.107
C 3.1756 -4.4607 -1.0128 -0.064 -0.885 0.324
C 2.3143 -4.5064 0.2526 0.088 0.182 0.218
O 3.7090 -3.1781 -1.2563 0.611 0.962 0.667
H 4.8079 -5.1862 0.0466 0.860 -0.121 0.507
H 4.9957 -5.3689 -1.7873 -0.435 0.041 1.247
H 3.9810 -6.4200 -0.8569 -0.822 -2.478 0.354
H 2.5653 -4.7402 -1.8836 0.118 0.287 0.022
H 1.6735 -3.6320 0.3841 -0.050 -0.008 -0.394
H 3.0089 -4.4436 1.1072 -0.400 -0.432 -0.047
H 1.6588 -5.3992 0.2735 0.574 0.343 0.197
H 4.2275 -2.8764 -0.4493 -0.893 -0.576 -0.945
C -1.1430 0.0675 2.1705 -0.765 -2.085 0.490
C -0.5410 -0.2729 0.7920 -0.556 -0.136 2.300
C 0.0653 0.9426 0.1891 -0.323 1.397 0.858
O 0.5455 -1.2391 1.0068 -1.621 0.634 -0.390
H -2.1442 0.5023 2.1520 0.035 0.167 -0.547
H -0.5400 0.7463 2.7393 0.605 0.231 0.336
H -1.3062 -0.8913 2.7763 0.534 1.156 -0.833
H -1.3424 -0.7057 0.1795 0.287 -0.090 -0.130
H 0.9129 1.2238 0.8280 -0.002 -0.023 -0.288
H -0.6086 1.8271 0.1643 0.149 -0.654 -0.077
H 0.3767 0.7034 -0.7863 0.713 0.029 -1.378
H 0.7235 -1.4096 0.0782 1.025 -0.686 -0.553
C -4.2939 3.0784 -4.7312 2.773 0.510 0.482
C -4.3321 3.6522 -3.3249 -0.403 -2.357 0.308
C -5.1785 4.8898 -3.3372 -0.901 0.379 0.696
O -4.9307 2.4988 -2.5405 0.584 1.448 -0.805
H -3.5553 3.7001 -5.2764 -0.703 -0.200 -0.249
H -5.2644 3.1415 -5.1059 -1.464 0.073 -1.033
H -3.9209 2.0548 -4.8280 -0.113 0.073 0.417
H -3.3264 3.8456 -2.9037 -0.482 -0.103 -0.205
H -6.1834 4.7160 -3.7498 0.206 -0.405 0.197
H -4.7736 5.6411 -4.0343 0.255 -0.037 0.731
H -5.3328 5.2404 -2.2914 0.300 0.339 -0.807
H -5.3996 2.8242 -1.7689 0.048 0.178 0.179
C 0.5311 5.8644 2.2235 1.482 -0.937 -0.477
C 1.4811 5.4016 3.3731 0.864 0.270 -0.836
C 0.7915 4.3047 4.1487 -0.051 0.073 0.689
O 2.8084 4.9881 2.8563 -1.823 -0.158 -0.504
H 0.4069 5.2002 1.3298 0.422 -0.323 1.041
H 0.9941 6.7094 1.7724 -0.093 1.231 -0.174
H -0.4599 6.0269 2.5692 -0.779 0.575 0.483
H 1.7665 6.2750 4.0135 -0.566 -0.667 -0.440
H -0.0100 4.7256 4.7875 0.207 -0.143 -0.474
H 1.4678 3.7849 4.8426 -0.094 -0.004 -0.452
H 0.3418 3.6332 3.4114 0.059 -0.312 0.382
H 2.6320 4.4988 2.0194 0.376 0.306 0.675
C -0.5537 -1.8839 5.8750 0.203 0.135 1.247
C -0.7743 -0.4189 6.2757 -0.531 0.025 -0.331
C 0.5018 0.4316 6.2937 -0.954 0.533 1.401
O -1.7852 0.2033 5.4373 0.514 0.203 0.193
H 0.0249 -1.8904 4.9767 0.666 -0.379 -0.581
H -1.5361 -2.2833 5.6196 0.049 -0.381 0.272
H -0.0629 -2.5005 6.7189 -0.753 0.981 -1.466
H -1.1881 -0.4567 7.2714 -0.226 0.292 0.538
H 0.9880 0.3697 5.3380 0.521 0.050 -0.307
H 1.0896 0.0356 7.1350 0.357 -0.078 -0.565
H 0.3373 1.5111 6.5978 -0.195 -1.185 -0.673
H -2.2106 -0.4103 4.8274 0.339 -0.164 0.273
C 0.5666 -2.8010 -3.9548 0.784 -0.945 -1.157
C 0.6447 -1.5771 -3.0838 0.127 0.134 0.509
C -0.7380 -1.0475 -2.8301 -0.543 -0.511 0.123
O 1.2025 -1.8963 -1.7454 0.233 0.257 -2.185
H 1.5204 -3.3823 -4.0926 -0.677 0.447 0.820
H 0.4303 -2.4722 -4.9921 -0.483 0.098 0.120
H -0.2583 -3.4655 -3.6904 0.185 -0.075 0.094
H 1.2109 -0.8506 -3.7186 0.267 -0.110 1.233
H -1.2271 -1.6675 -2.1002 -0.127 -0.516 0.509
H -1.3983 -1.1221 -3.6677 -0.142 -0.060 -0.919
H -0.8824 -0.0552 -2.4712 0.542 0.938 0.294
H 2.0165 -2.4129 -1.9340 -0.141 0.485 0.710
C -4.6201 -2.5390 -2.3435 0.426 0.490 -0.490
C -4.8650 -1.0303 -2.3780 -2.075 -0.236 0.036
C -5.6240 -0.6540 -1.1290 -0.407 0.117 0.192
O -3.6759 -0.3248 -2.4984 1.128 0.635 -0.381
H -3.9037 -2.7162 -1.5486 0.227 -0.248 0.003
H -4.1608 -2.7002 -3.3151 0.185 -0.864 0.006
H -5.4903 -3.2117 -2.1695 0.406 0.870 -0.317
H -5.4876 -0.7940 -3.2646 -0.004 -0.173 0.289
H -5.0558 -1.0262 -0.2464 -0.369 0.853 -0.331
H -6.5375 -1.2237 -1.1688 -0.527 -0.388 0.207
H -5.9829 0.3963 -1.1264 0.791 -0.422 0.392
H -3.8945 0.5888 -2.7734 0.022 -0.510 0.452
C 2.4921 5.8667 -0.9598 -0.057 1.578 0.278
C 2.2797 4.3587 -1.1591 1.559 1.096 -1.161
C 2.8050 4.0489 -2.6042 0.945 -0.598 0.086
O 2.9865 3.6331 -0.1613 0.189 2.256 0.489
H 2.4431 6.2881 0.0799 -0.286 -0.895 -0.756
H 1.8082 6.4921 -1.5949 0.146 -0.865 0.609
H 3.4664 6.2221 -1.3123 0.193 -0.570 0.032
H 1.2346 4.1445 -1.0631 -0.796 -0.273 -0.175
H 3.8965 4.3192 -2.7820 -1.208 -0.361 0.797
H 2.2906 4.6540 -3.3278 -0.568 0.343 -0.262
H 2.6834 2.9975 -2.9500 -0.031 0.500 0.528
H 2.9087 2.7374 -0.3780 -0.125 -2.242 -0.368
C 6.4150 -0.8139 0.2083 -2.067 0.700 0.423
C 5.2025 -0.9990 1.1609 0.549 0.172 1.083
C 3.9535 -0.2903 0.6289 1.113 0.784 -0.101
O 4.9011 -2.4252 1.3363 0.270 0.806 -0.144
H 6.0830 -1.0490 -0.7932 0.187 -0.296 -0.401
H 7.2418 -1.4018 0.5109 0.872 -0.614 0.228
H 6.6772 0.2379 0.2247 0.258 0.185 -0.014
H 5.4899 -0.5130 2.1501 -0.422 -0.941 -0.832
H 3.9141 -0.5174 -0.4234 -0.754 -0.508 -0.489
H 4.2286 0.7837 0.5904 -0.299 -0.302 0.433
H 2.9986 -0.4237 1.1592 0.537 -0.233 -0.191
H 5.6993 -2.8866 1.6401 -0.261 0.316 -0.118
C -1.2578 -4.6329 -0.9399 0.120 -0.808 -1.415
C -2.0283 -3.9194 0.1418 -0.226 -1.181 0.778
C -3.1704 -4.8678 0.5297 -0.065 -0.231 -0.190
O -1.3050 -3.5763 1.3238 -0.334 -1.125 0.061
H -1.1071 -5.7489 -0.7647 -0.190 1.456 0.083
H -0.2991 -4.1730 -1.1286 0.450 0.128 -0.024
H -1.8274 -4.5419 -1.9122 0.432 -0.140 0.942
H -2.4240 -2.9675 -0.1914 -0.367 0.081 -0.650
H -2.8670 -5.8672 0.9303 0.310 1.005 -0.147
H -3.7719 -5.1253 -0.3668 0.099 0.485 0.511
H -3.7418 -4.3487 1.2805 -0.688 -0.107 0.261
H -0.6302 -2.9385 1.1019 0.588 0.559 -0.051
```
Positions in Å, forces in eV/Å.

Mulliken atomic charge list, values in e, 5 entries:
1. C -1.6254
2. C 0.4746
3. C -0.8646
4. O -0.6054
5. H 0.3235

[2]
Here is CH6NPS as an isolated structure in a non-equilibrium geometry from the OMol25 dataset. Energies are from ωB97M-V/def2-TZVPD.

Calculated values
Molecular weight, g mol⁻¹: 95.1
Energy, Eh: -835.7614
Energy above the lowest of the compared OMol25 structures with the same formula, charge and spin, kcal/mol: 151.1
LUMO energy, eV: -1.0
Gap between HOMO and LUMO, eV: 6.62
HOMO, eV: -7.597

Geometry as XYZ:
```
10
Properties=species:S:1:pos:R:3:forces:R:3
C 0.7794 1.1419 -0.3036 2.232 0.434 0.691
N -0.4841 -1.2184 -0.7477 -0.961 -0.347 -0.765
P -0.3063 -0.5400 2.1858 -0.448 -0.129 -1.200
S -0.3822 0.1253 0.1194 -0.403 2.558 0.541
H 1.8136 1.0928 0.1048 -1.263 -0.148 0.601
H 0.9067 1.2970 -1.3412 -0.678 0.390 -1.175
H -1.2935 -1.1579 -1.3430 0.026 -1.119 -0.232
H 0.0051 -2.0131 -0.3857 -0.282 -0.621 -0.138
H 0.6255 0.4401 2.5829 -0.099 0.399 -0.275
H -1.6643 0.8324 -0.8717 1.876 -1.417 1.952
```
Positions in Å, forces in eV/Å.

natural (NBO) atomic charge list, values in e, 5 entries:
1. C -1.0233
2. N -1.0959
3. P -0.1758
4. S 1.0106
5. H 0.2435

[3]
Here is a 2-piece molecular cluster, C7H12N3 overall in a non-equilibrium geometry from the OMol25 dataset. Energies are from ωB97M-V/def2-TZVPD.

Calculated values
Molecular weight, g mol⁻¹: 138.2
Energy, Eh: -437.8460
Energy above the lowest of the compared OMol25 structures with the same formula, charge and spin, kcal/mol: 95.6
LUMO energy, eV: -3.3
Gap between HOMO and LUMO, eV: 10.15
HOMO, eV: -13.443
Charge: +1

Geometry as XYZ:
```
22
Properties=species:S:1:pos:R:3:forces:R:3
C -1.5871 2.7345 2.4828 -1.549 1.917 0.247
C -0.9923 1.9190 1.5812 1.495 -2.929 -3.392
C -2.8458 3.1383 2.1797 -1.121 -1.458 0.930
C 1.7334 -1.5777 0.3053 -1.064 -0.293 -1.317
C 0.2939 -2.0489 0.0370 1.738 0.800 -0.812
C 1.1055 -1.2534 -1.0260 -0.828 1.705 1.597
C 1.5580 -1.9470 -2.2130 -0.277 -1.856 -0.859
N -4.0585 3.1277 2.0441 2.799 -0.005 0.702
N -0.5251 1.2197 0.7695 -1.217 1.567 2.793
N 0.5921 0.2624 -1.2663 -0.013 -1.975 0.955
H -0.8923 3.2228 3.1226 -0.136 0.573 0.910
H 1.7862 -0.8508 1.0697 0.552 0.688 0.570
H 2.5405 -2.2880 0.1503 -0.099 0.096 0.606
H -0.4512 -1.4534 0.5041 -0.530 0.128 0.632
H 2.5938 -1.9225 -2.5377 0.076 0.714 0.057
H 0.8531 -1.7522 -3.0022 0.036 0.169 -0.778
H 1.3646 -3.0009 -1.9854 0.237 -0.063 -0.201
H -4.4390 3.8193 1.4452 -0.909 0.828 -0.834
H 0.1271 -3.1202 0.0021 -0.194 0.255 -0.613
H -0.2152 0.2666 -1.9444 1.341 0.092 0.708
H 1.3062 1.0094 -1.4747 -0.781 -1.384 -0.021
H 0.1522 0.4956 -0.2438 0.443 0.430 -1.877
```
Positions in Å, forces in eV/Å.

natural (NBO) atomic charge list, values in e, 5 entries:
1. C -0.5801
2. C 0.4708
3. C 0.5486
4. C -0.4270
5. C -0.4154

[4]
Here is C24H37CaN10O3Si as an isolated structure from the OMol25 dataset. Energies are from ωB97M-V/def2-TZVPD.

Calculated values
Molecular weight, g mol⁻¹: 581.8
Energy, Eh: -2677.1764
LUMO energy, eV: -2.1
Gap between HOMO and LUMO, eV: 7.72
HOMO, eV: -9.845
Charge: +1

Geometry as XYZ:
```
76
Properties=species:S:1:pos:R:3:forces:R:3
Ca -0.4578 -1.1806 1.2776 0.269 -0.241 0.072
C -0.7501 0.8130 4.7818 0.059 -0.084 0.201
C -1.1901 1.4965 3.5199 0.086 -0.319 -0.068
C -1.4599 2.8423 3.4881 -0.035 0.082 0.021
C -1.9024 3.3838 2.2803 -0.002 0.086 0.012
C -2.0624 2.5909 1.1774 -0.108 0.017 -0.123
C -1.7976 1.1991 1.2506 -0.162 0.070 0.053
N -1.3350 0.6963 2.4459 -0.132 0.212 -0.316
N -1.9373 0.3113 0.2357 -0.296 -0.133 0.475
Si -2.7758 0.5547 -1.2628 0.571 0.173 0.243
C -2.6405 -1.0648 -2.2067 0.042 -0.107 -0.125
C -4.5736 0.9706 -0.9990 -0.171 0.067 0.022
C -1.9643 1.8621 -2.3239 -0.120 -0.030 -0.315
H -1.5995 0.6333 5.4458 -0.028 0.045 -0.045
H -0.0265 1.4039 5.3431 -0.017 0.052 -0.034
H -0.3065 -0.1555 4.5547 0.029 0.027 -0.031
H -1.3432 3.4546 4.3703 0.014 -0.020 0.024
H -2.1261 4.4414 2.2123 0.008 0.007 0.005
H -2.4073 3.0262 0.2522 -0.022 -0.051 -0.089
H -3.5674 -1.6412 -2.2016 -0.024 0.005 0.012
H -1.8480 -1.6905 -1.7917 0.052 -0.006 -0.028
H -2.3858 -0.8821 -3.2523 -0.021 0.033 -0.016
H -5.0171 0.3655 -0.2044 -0.016 -0.031 0.001
H -5.1487 0.7945 -1.9108 -0.006 0.015 -0.017
H -4.7143 2.0168 -0.7228 0.000 0.013 0.033
H -0.9022 1.6428 -2.4539 0.036 -0.009 0.014
H -2.0640 2.8829 -1.9593 0.001 0.042 0.089
H -2.4245 1.8309 -3.3174 0.059 0.060 -0.002
C 3.1378 -1.8065 4.5892 -0.126 -0.075 0.027
O 1.8683 -2.4133 4.9154 0.049 -0.093 -0.015
C 0.9525 -2.3821 3.9664 -0.335 -0.007 0.017
O 1.0952 -1.8614 2.8688 0.463 0.172 0.043
N -0.1975 -2.9843 4.3476 0.099 0.096 -0.080
N -1.3018 -2.9112 3.4880 0.219 0.098 0.192
H 3.7581 -1.9689 5.4632 0.011 0.021 -0.014
H 2.9948 -0.7438 4.4063 0.051 -0.005 -0.022
H 3.5643 -2.2939 3.7157 0.022 0.046 0.000
H -0.2659 -3.3846 5.2683 -0.039 -0.038 0.071
H -2.0692 -2.4628 3.9741 -0.084 -0.003 -0.026
H -1.5666 -3.8485 3.2142 -0.103 -0.010 -0.092
C -2.8146 -4.6808 -0.5402 -0.019 -0.007 -0.058
C -2.4266 -3.4112 0.1494 -0.068 0.161 0.193
N -3.4089 -2.5578 0.4800 -0.318 -0.103 -0.084
O -1.2473 -3.1491 0.4173 0.030 -0.188 -0.247
H -3.7430 -5.0855 -0.1411 -0.017 -0.023 -0.017
H -2.0150 -5.4103 -0.4566 0.003 0.006 0.038
H -2.9668 -4.4544 -1.5981 -0.013 -0.016 -0.003
H -4.3350 -2.7453 0.1318 -0.048 0.022 0.062
H -3.1889 -1.5778 0.6667 0.128 -0.055 -0.054
C 2.7100 0.8414 0.7114 0.031 0.095 0.126
C 2.4012 -0.1685 -0.3388 -0.107 0.232 0.110
N 1.3438 -0.9524 -0.3476 0.232 -0.205 -0.164
C 1.4494 -1.7199 -1.4969 -0.142 -0.003 0.069
C 2.5676 -1.3805 -2.1760 0.138 0.127 0.003
N 3.1725 -0.3867 -1.4288 -0.027 -0.132 -0.046
C 4.3529 0.3606 -1.8309 -0.103 -0.044 0.051
N 4.1494 0.9735 -3.1071 -0.002 0.155 -0.054
N 4.9514 0.6288 -4.1470 0.018 -0.003 -0.152
N 4.5954 1.2693 -5.1881 -0.043 -0.017 0.118
C 3.5138 2.0700 -4.8616 0.164 -0.022 -0.364
C 2.7660 2.9429 -5.6617 0.033 -0.043 0.075
C 1.7241 3.5996 -5.0580 -0.043 -0.039 0.239
C 1.4215 3.3950 -3.6883 -0.053 0.114 -0.213
C 2.1475 2.5416 -2.8941 0.164 -0.092 -0.105
C 3.2172 1.8836 -3.5218 -0.183 -0.007 0.402
H 1.9331 0.8407 1.4751 -0.035 -0.059 -0.054
H 2.7593 1.8533 0.3048 0.018 -0.015 -0.018
H 3.6580 0.6326 1.2101 0.009 -0.009 -0.036
H 0.7154 -2.4637 -1.7567 -0.029 0.007 0.044
H 2.9867 -1.7211 -3.1065 -0.003 -0.022 -0.012
H 5.2148 -0.2968 -1.9360 -0.028 0.013 -0.008
H 4.5571 1.1021 -1.0595 0.005 0.017 -0.034
H 3.0043 3.0856 -6.7058 0.036 -0.022 -0.015
H 1.1167 4.2846 -5.6322 -0.025 0.014 0.012
H 0.5838 3.9282 -3.2584 -0.008 -0.001 0.006
H 1.8904 2.3910 -1.8548 0.014 -0.017 0.022
```
Positions in Å, forces in eV/Å.

Mulliken atomic charge list, values in e, 5 entries:
1. Ca 2.3461
2. C -0.8724
3. C 0.2764
4. C -0.7521
5. C -0.6371